# 1
{"formula": "C30H80O10", "method": "ωB97M-V with the def2-TZVPD basis set", "symbols": ["C", "C", "C", "O", "H", "H", "H", "H", "H", "H", "H", "H", "C", "C", "C", "O", "H", "H", "H", "H", "H", "H", "H", "H", "C", "C", "C", "O", "H", "H", "H", "H", "H", "H", "H", "H", "C", "C", "C", "O", "H", "H", "H", "H", "H", "H", "H", "H", "C", "C", "C", "O", "H", "H", "H", "H", "H", "H", "H", "H", "C", "C", "C", "O", "H", "H", "H", "H", "H", "H", "H", "H", "C", "C", "C", "O", "H", "H", "H", "H", "H", "H", "H", "H", "C", "C", "C", "O", "H", "H", "H", "H", "H", "H", "H", "H", "C", "C", "C", "O", "H", "H", "H", "H", "H", "H", "H", "H", "C", "C", "C", "O", "H", "H", "H", "H", "H", "H", "H", "H"], "xyz": [[2.64198, -3.65946, 5.34298], [2.28426, -3.16941, 3.91678], [0.98020, -2.30705, 3.94092], [3.29252, -2.48791, 3.34912], [2.52219, -2.94594, 6.15823], [3.59488, -4.17685, 5.45426], [2.08378, -4.55727, 5.60837], [2.10115, -4.03872, 3.28521], [0.82971, -1.69393, 3.05236], [0.98625, -1.75708, 4.88198], [0.05276, -2.87850, 3.97824], [3.32725, -1.69084, 3.88305], [0.88443, -0.50241, 0.30759], [-0.08242, 0.62666, 0.82973], [0.30336, 1.98057, 0.35963], [-1.29245, 0.15835, 0.40219], [0.53880, -1.50371, 0.56458], [1.87360, -0.36003, 0.74275], [0.95297, -0.62041, -0.77383], [-0.19441, 0.58368, 1.91311], [0.06225, 1.96594, -0.70328], [1.36056, 2.19680, 0.51348], [-0.29036, 2.76431, 0.83011], [-1.14337, -0.33424, -0.40820], [-3.25419, -4.41192, 1.68727], [-3.25732, -2.95176, 1.40705], [-4.63083, -2.32689, 1.59272], [-2.26982, -2.46048, 2.40878], [-3.91282, -4.80353, 0.91205], [-3.76868, -4.71776, 2.59823], [-2.26192, -4.85915, 1.62829], [-2.97636, -2.69229, 0.38635], [-4.76049, -1.36076, 1.10499], [-4.84418, -2.21620, 2.65589], [-5.39263, -3.06050, 1.32893], [-1.90792, -1.74892, 1.87557], [-1.58283, 7.96559, -0.87177], [-1.26361, 6.86641, 0.14186], [-2.16064, 5.66858, 0.12863], [0.08997, 6.50069, -0.07080], [-0.85157, 8.76598, -0.98460], [-2.46572, 8.51306, -0.54181], [-1.85817, 7.53460, -1.83434], [-1.15788, 7.23944, 1.16057], [-1.55014, 4.79254, 0.34762], [-2.71712, 5.63620, -0.80806], [-2.90231, 5.64287, 0.92698], [0.63239, 7.19477, 0.31082], [-2.17112, 3.21306, -2.99610], [-3.26756, 2.20347, -3.42100], [-4.74670, 2.70634, -3.30501], [-3.07557, 1.54464, -4.71614], [-1.19413, 2.73912, -2.90136], [-2.31403, 3.58252, -1.98063], [-2.02271, 4.02327, -3.71000], [-3.16496, 1.31743, -2.79450], [-5.41113, 1.91126, -3.64334], [-4.80016, 3.66118, -3.82802], [-5.01761, 2.92320, -2.27173], [-2.17743, 1.78104, -4.95919], [2.68020, -5.71346, 1.05910], [1.53097, -5.39871, 0.13725], [0.27370, -4.90935, 0.82575], [1.96416, -4.38353, -0.74057], [2.46117, -6.30902, 1.94535], [3.29840, -4.86730, 1.35899], [3.40951, -6.34360, 0.55004], [1.26282, -6.38419, -0.24358], [-0.00018, -5.55393, 1.66099], [-0.58916, -4.95237, 0.16113], [0.41309, -3.87430, 1.13775], [2.35970, -3.65192, -0.26109], [2.94818, 1.65679, -4.31033], [1.87346, 2.04150, -3.37439], [1.49022, 3.49269, -3.20574], [0.69922, 1.31014, -3.60848], [3.88765, 2.14545, -4.05205], [2.60769, 1.95905, -5.30069], [3.02937, 0.57023, -4.33999], [2.14748, 1.83800, -2.33920], [0.68337, 3.60669, -2.48180], [1.11948, 3.89140, -4.15002], [2.21788, 4.24356, -2.89784], [0.19565, 1.65032, -4.35165], [-3.61791, 3.92581, 3.67024], [-2.37710, 2.95799, 3.49905], [-1.22681, 3.20707, 4.46686], [-2.86131, 1.68790, 3.72007], [-3.50089, 5.00735, 3.73853], [-4.18781, 3.87722, 4.59812], [-4.33196, 3.67772, 2.88495], [-1.91954, 2.87175, 2.51350], [-1.36321, 2.80469, 5.47065], [-1.07591, 4.28512, 4.52283], [-0.31350, 2.70880, 4.14175], [-3.12187, 1.31584, 2.87433], [6.08594, -2.50804, 0.97598], [5.03583, -2.47627, -0.10715], [5.18729, -3.67508, -0.96978], [3.74622, -2.42169, 0.50310], [6.93028, -1.87946, 0.69297], [6.54846, -3.48704, 1.10140], [5.71238, -2.19365, 1.95051], [5.23865, -1.54705, -0.63960], [6.10139, -3.52181, -1.54338], [4.40196, -3.79344, -1.71634], [5.18906, -4.60376, -0.39912], [3.78841, -2.40585, 1.46204], [-1.28743, -1.33227, -4.68307], [-0.60644, -1.65580, -3.34132], [0.93849, -1.88008, -3.43636], [-0.91840, -0.70344, -2.44339], [-2.32361, -1.01398, -4.56853], [-1.13821, -2.20934, -5.31282], [-0.78773, -0.54011, -5.24065], [-0.95781, -2.61628, -2.96435], [1.21014, -2.80170, -3.95107], [1.35852, -1.94855, -2.43287], [1.53510, -1.10585, -3.91877], [-0.33702, 0.01928, -2.69094]], "smiles": "CC(C)O.CC(C)O.CC(C)O.CC(C)O.CC(C)O.CC(C)O.CC(C)O.CC(C)O.CC(C)O.CC(C)O"}


# 2
{"formula": "C4H11N4", "method": "ωB97M-V with the def2-TZVPD basis set", "symbols": ["C", "C", "C", "C", "N", "N", "N", "N", "H", "H", "H", "H", "H", "H", "H", "H", "H", "H", "H"], "xyz": [[0.35089, -0.07825, -0.10171], [2.36761, -1.32909, 0.55756], [2.40673, 1.12690, -0.25492], [1.69742, -0.23494, -0.42174], [-3.52805, 0.98119, 0.06668], [-3.56996, -0.29388, -0.16947], [-2.74063, -1.16655, -0.13716], [-0.63288, 0.39030, 0.24648], [2.25866, -0.99869, 1.53013], [3.43557, -1.47849, 0.38628], [2.06292, -2.26704, 0.34554], [2.29551, 1.69054, 0.67380], [1.81202, 1.72077, -0.89972], [3.43574, 1.02234, -0.42291], [1.79235, -0.69665, -1.43580], [-4.45672, 1.50970, 0.23136], [-1.73940, -0.65969, 0.10720], [-2.62976, 1.42058, 0.18803], [-4.61803, -0.65905, -0.48963]], "total_charge": 1}


# 3
{"formula": "C21H31Cl2N3O3S", "method": "ωB97M-V with the def2-TZVPD basis set", "symbols": ["C", "N", "C", "H", "H", "H", "C", "C", "C", "C", "C", "C", "H", "H", "H", "H", "H", "H", "H", "H", "H", "H", "C", "N", "C", "O", "C", "C", "C", "N", "S", "O", "O", "C", "C", "C", "C", "C", "C", "Cl", "H", "H", "Cl", "H", "C", "C", "H", "H", "H", "H", "H", "H", "H", "H", "H", "H", "H", "H", "H", "H", "H"], "xyz": [[-2.53759, -2.05946, 1.72308], [-3.15016, -0.80515, 1.58157], [-2.40656, 0.28492, 2.31774], [-1.54570, 0.43483, 1.86855], [-3.13123, 0.91571, 2.34296], [-2.41883, -0.31933, 3.37907], [-3.89459, -0.53533, 0.42457], [-4.96822, -1.37344, -0.20556], [-5.87586, -0.95884, -1.35991], [-6.34756, 0.37143, -1.08710], [-5.30040, 1.59861, -0.85567], [-4.51372, 1.10178, 0.24137], [-3.59846, 1.56406, 0.37182], [-5.03461, 1.11830, 1.26008], [-4.63049, 1.41138, -1.89982], [-5.70706, 2.37395, -0.59247], [-6.94538, 0.54137, -1.89531], [-7.07588, 0.38137, -0.12130], [-5.14462, -0.91654, -2.25704], [-6.66818, -1.65669, -1.24128], [-5.61385, -1.48300, 0.72007], [-4.65151, -2.28446, -0.14078], [-2.74196, -0.37384, -0.80919], [-1.72799, 0.52489, -0.57972], [-0.38590, 0.29882, -0.75617], [0.03792, -1.00741, -0.35958], [0.59678, 1.12263, -0.47625], [1.32300, 1.56795, 0.85824], [2.18161, 0.21317, 1.20641], [3.26253, 0.14587, 0.09037], [4.50919, 1.36939, 0.04568], [4.50423, 1.83977, 1.26660], [4.56666, 2.14652, -1.04109], [5.88743, 0.00415, -0.04283], [5.70429, -1.30119, -0.10207], [6.89675, -1.85034, -0.15531], [8.16125, -1.50453, -0.36343], [8.29887, -0.12189, 0.16709], [7.16489, 0.72516, 0.00381], [7.22561, 2.50483, 0.20797], [9.36583, 0.21802, 0.06796], [8.85397, -2.08760, -0.02078], [6.55242, -3.80079, -0.27233], [4.69203, -1.78729, -0.07287], [2.51178, 0.09693, -1.35779], [1.79566, 1.10722, -1.59720], [1.23518, 0.88032, -2.50260], [2.33923, 1.95463, -1.61288], [3.44560, 0.11914, -2.12913], [1.96218, -0.85797, -1.24653], [2.84308, 0.43103, 1.97475], [1.74862, -0.65906, 1.06281], [0.73693, 1.47494, 1.59715], [1.91800, 2.25720, 1.02788], [0.13852, 2.16368, -0.52631], [-1.86190, 1.53992, -0.67738], [-2.29156, -1.53506, -0.92173], [-3.30539, -0.34538, -1.77860], [-2.50505, -2.27181, 2.70413], [-1.41780, -2.00621, 1.53959], [-3.06208, -2.90130, 1.00663]], "smiles": "CN(C)C1(CNC(=O)C2CCN(S(=O)(=O)c3cc(Cl)ccc3Cl)CC2)CCCCC1"}


| no. | HOMO level (eV) | Kohn-Sham gap (eV) |
| --- | --- | --- |
| 1 | -9.6433 | 10.17 |
| 2 | -14.9057 | 10.93 |
| 3 | -7.7001 | 7.81 |